1.
The following is a quantum chemistry calculation of 2 unconnected molecules or ions with the total composition C5H11N3O, from OMol25.

The geometry in XYZ format:
```
20
Properties=species:S:1:pos:R:3:forces:R:3
C -2.173 -0.054 1.317 -0.5 0.2 -1.1
C -1.020 -0.839 0.751 2.8 -1.5 3.7
N -0.772 0.567 -1.061 0.8 0.4 -0.1
O -1.079 -2.046 0.601 0.0 1.6 -1.1
H -1.160 0.085 -1.868 0.2 0.1 0.2
H -1.139 1.510 -0.938 -0.1 -0.3 -0.1
H -2.910 0.017 0.511 -0.1 0.2 0.3
H -2.641 -0.630 2.117 0.3 0.1 0.1
H -1.872 0.942 1.647 -0.1 -0.1 0.0
C 1.377 -0.493 -1.694 -0.3 -0.4 0.8
C 0.649 0.629 -0.999 0.1 2.3 -2.3
C 0.505 -0.215 1.349 -0.9 -1.6 0.1
N 1.165 1.782 -0.694 -0.5 -1.7 0.4
N 1.555 -0.941 1.423 -1.4 0.8 -0.3
H 2.183 1.696 -0.639 -0.2 0.1 -0.2
H 2.302 -0.447 1.921 -0.2 -0.1 0.0
H 0.403 0.762 1.851 0.0 -0.1 -0.3
H 0.985 -1.457 -1.365 0.1 0.0 0.0
H 1.203 -0.414 -2.771 0.1 0.1 0.1
H 2.441 -0.454 -1.460 -0.1 0.0 -0.2
```
Positions in Å, forces in eV/Å.

Summary:
HOMO = -0.328 Eh
Charge = 0
Calculated total energy = -11879.085 eV

Atom charges from the Mulliken analysis, given in e for atoms 1 to 2: C -1.302; C 1.021

2.
The following is a quantum chemistry calculation of a molecular structure, C5H8O3Yb, from OMol25.

The geometry in XYZ format:
```
17
Properties=species:S:1:pos:R:3:forces:R:3
C -1.003 -0.286 -1.716 0.9 -0.7 -1.0
C 0.404 -0.565 -0.920 -1.1 2.0 2.3
O 0.267 -1.712 -0.009 0.8 2.1 1.0
C 0.633 -1.397 1.389 -0.7 -5.4 4.0
O 0.478 -2.364 2.297 1.1 7.3 -6.4
C 1.171 0.149 1.491 0.6 -0.6 -2.3
C 0.485 0.710 0.107 3.9 -0.5 1.8
O -0.779 1.317 0.584 4.0 -4.1 3.6
H -1.115 -0.966 -2.691 0.0 1.7 2.2
H -1.907 -0.493 -1.000 1.5 0.1 -1.2
H -0.966 0.856 -2.060 0.0 -2.1 0.1
H 1.426 -0.501 -1.485 -2.2 -0.6 0.6
H 2.324 0.188 1.219 -2.2 -0.5 1.0
H 0.971 0.787 2.452 0.2 -1.6 -1.9
H 1.139 1.582 -0.322 -1.6 -1.4 0.7
H -1.365 0.637 1.041 1.7 0.0 0.4
Yb -2.165 2.060 -0.378 -6.8 4.3 -5.0
```
Positions in Å, forces in eV/Å.

Summary:
HOMO = -0.631 Eh
Charge = +2
Calculated total energy = -42964.020 eV

Atom charges from the Mulliken analysis, given in e for atoms 1 to 2: C -0.768; C 0.410

3.
The following is a quantum chemistry calculation of a molecular structure, C40H43AlF5N2OSSi, from OMol25.

The geometry in XYZ format:
```
94
Properties=species:S:1:pos:R:3:forces:R:3
Al -0.389 1.061 0.176 0.6 1.5 1.8
C 6.069 1.610 1.027 0.1 -0.1 -0.1
C 5.921 0.782 -0.265 0.2 0.0 0.1
C 6.717 1.426 -1.402 -0.2 -0.1 0.2
C 6.470 -0.631 -0.033 -0.1 0.2 0.0
C 4.438 0.769 -0.544 -0.4 0.0 -0.2
C 3.784 1.798 -1.228 0.1 -0.2 0.2
C 2.405 1.854 -1.260 0.1 0.2 -0.2
N 1.619 0.948 -0.673 -0.4 -0.4 0.0
C 2.236 -0.115 -0.143 0.5 0.2 -0.2
C 3.611 -0.233 -0.047 -0.2 0.1 -0.1
C 1.376 -1.151 0.424 0.2 -0.4 0.1
C 1.713 -2.488 0.325 -0.1 0.1 0.1
C 0.901 -3.456 0.907 0.0 0.2 0.1
C -0.175 -2.978 1.661 0.1 0.0 -0.1
C -0.451 -1.624 1.693 -0.1 -0.3 0.3
N 0.272 -0.721 1.038 -0.1 0.2 -0.2
C 1.163 -4.924 0.660 -0.1 -0.2 -0.1
C 2.655 -5.201 0.437 -0.2 0.1 0.1
C 0.658 -5.796 1.811 0.0 0.2 -0.1
C 0.391 -5.279 -0.625 0.1 0.0 0.1
H 7.112 1.633 1.332 0.1 0.0 0.0
H 5.484 1.166 1.832 0.0 0.0 0.1
H 5.726 2.630 0.873 0.0 0.1 0.0
H 7.777 1.351 -1.181 0.1 0.0 0.0
H 6.483 2.479 -1.519 0.0 0.2 -0.1
H 6.523 0.910 -2.338 0.0 0.0 -0.2
H 7.552 -0.586 0.050 0.1 0.0 0.0
H 6.219 -1.283 -0.868 0.0 -0.1 0.0
H 6.094 -1.062 0.891 0.0 -0.1 0.1
H 4.346 2.579 -1.712 0.0 0.1 -0.1
H 1.921 2.662 -1.785 -0.1 0.1 0.1
H 4.015 -1.085 0.471 0.1 -0.1 0.1
H 2.590 -2.758 -0.242 0.0 0.0 0.0
H -0.817 -3.651 2.204 -0.1 -0.1 0.1
H -1.273 -1.238 2.276 -0.2 0.0 0.0
H 3.252 -4.807 1.258 0.1 0.0 0.1
H 3.006 -4.773 -0.497 0.1 0.0 -0.1
H 2.819 -6.275 0.382 0.0 -0.1 0.0
H 1.090 -5.472 2.754 0.0 0.0 0.2
H 0.949 -6.827 1.635 0.0 -0.1 0.0
H -0.425 -5.768 1.885 -0.1 0.0 0.1
H 0.703 -4.646 -1.453 0.0 0.0 -0.1
H -0.681 -5.151 -0.480 -0.1 0.0 0.0
H 0.587 -6.316 -0.890 0.0 -0.1 0.0
F 0.804 7.745 0.058 0.0 -0.1 0.0
C 0.771 6.487 0.489 0.0 -0.3 0.1
C 0.373 5.459 -0.360 0.0 -0.1 -0.1
F 0.020 5.701 -1.626 0.1 0.1 0.1
C 0.360 4.159 0.108 0.2 0.2 0.8
F 0.004 3.156 -0.747 0.0 0.3 -0.4
C 0.699 3.808 1.414 0.1 0.6 -0.2
S 0.653 2.176 1.986 0.1 -0.5 0.2
C 1.104 4.862 2.248 -0.1 -0.1 -0.5
F 1.468 4.595 3.501 0.0 0.1 -0.1
C 1.151 6.174 1.797 -0.1 -0.1 -0.1
F 1.565 7.142 2.611 -0.1 -0.1 -0.1
C -2.655 3.374 1.938 -0.2 -0.4 -0.5
Si -2.633 2.306 0.339 0.1 0.5 0.3
C -2.791 3.486 -1.180 -0.1 -0.5 0.4
C -4.263 1.316 0.289 0.5 0.4 0.1
C -4.959 0.996 1.448 0.1 0.0 0.0
C -6.190 0.368 1.389 -0.1 -0.1 0.2
C -6.744 0.033 0.167 0.0 -0.1 0.0
C -6.055 0.328 -0.998 -0.1 -0.1 -0.1
C -4.830 0.967 -0.931 -0.1 0.0 0.0
H -3.642 3.803 2.093 -0.2 0.1 0.0
H -1.946 4.195 1.885 0.1 0.1 -0.1
H -2.404 2.784 2.816 0.1 -0.1 0.1
H -3.840 3.674 -1.393 -0.2 0.0 0.0
H -2.347 3.059 -2.075 0.1 -0.1 -0.2
H -2.321 4.451 -1.015 0.2 0.1 0.1
H -4.531 1.246 2.409 0.0 0.1 0.2
H -6.729 0.152 2.300 -0.1 0.0 0.1
H -7.705 -0.456 0.124 -0.1 0.0 0.0
H -6.478 0.076 -1.959 -0.1 0.0 -0.1
H -4.305 1.210 -1.844 0.0 0.1 -0.2
C -1.737 -0.271 -3.337 0.3 0.2 0.1
C -1.850 -0.564 -1.880 1.1 0.9 0.7
O -1.068 0.035 -1.064 -1.7 -2.0 -3.0
C -2.853 -1.471 -1.394 -0.3 -0.6 0.6
C -3.629 -2.276 -2.245 0.3 0.3 0.1
C -4.607 -3.095 -1.724 -0.2 -0.2 -0.1
C -4.842 -3.137 -0.358 0.2 0.2 0.0
C -4.093 -2.337 0.495 -0.1 -0.1 0.1
C -3.108 -1.523 -0.014 0.2 0.2 -0.3
H -1.013 0.525 -3.496 0.0 0.0 0.0
H -2.702 0.022 -3.746 -0.1 0.0 0.0
H -1.403 -1.162 -3.870 0.0 -0.1 0.0
H -3.471 -2.261 -3.309 0.0 0.0 -0.2
H -5.203 -3.707 -2.384 0.0 0.0 -0.1
H -5.611 -3.778 0.045 -0.1 -0.1 0.0
H -4.294 -2.344 1.556 0.0 0.0 0.1
H -2.558 -0.852 0.627 -0.1 -0.1 0.0
```
Positions in Å, forces in eV/Å.

Summary:
HOMO = -0.352 Eh
Charge = +1
Calculated total energy = -86101.238 eV

Atom charges from the Mulliken analysis, given in e for atoms 1 to 2: Al 0.315; C -1.640

4.
The following is a quantum chemistry calculation of a gas-phase ion, C6H10 (charge +1), from OMol25.

The geometry in XYZ format:
```
16
Properties=species:S:1:pos:R:3:forces:R:3
C 1.280 0.454 1.338 -2.3 0.6 0.9
C 0.975 0.592 -0.182 0.5 0.1 0.1
C -0.033 -0.429 -0.570 -0.4 2.1 -1.3
C 0.421 -1.553 -1.238 2.3 -2.1 -0.3
C -2.271 0.299 0.386 3.2 -1.4 -1.8
C -1.429 0.074 -0.645 -0.8 0.5 0.9
H 0.281 0.540 1.838 0.9 0.1 -0.1
H 1.851 1.306 1.678 0.3 0.1 -0.1
H 1.693 -0.459 1.728 0.5 -0.5 -0.5
H 1.932 0.507 -0.715 -0.3 -0.3 -0.1
H 0.552 1.595 -0.393 0.2 -0.6 0.4
H -0.121 -2.269 -1.853 -0.6 0.5 0.2
H 1.526 -1.846 -1.208 -1.5 0.7 0.3
H -3.201 0.761 0.196 -0.8 0.3 0.6
H -1.753 -0.108 1.226 -1.3 0.1 1.6
H -1.704 0.534 -1.588 0.2 -0.5 -0.7
```
Positions in Å, forces in eV/Å.

Summary:
HOMO (alpha / beta) = -0.551 / -0.549 Eh
Charge = +1
Calculated total energy = -6372.917 eV
Multiplicity = 2

Atom charges from the Mulliken analysis, given in e for atoms 1 to 2: C -1.010; C -0.333

5.
The following is a quantum chemistry calculation of a molecular structure, C9H24ClINP2Pr, from OMol25.

The geometry in XYZ format:
```
39
Properties=species:S:1:pos:R:3:forces:R:3
C -1.590 -0.005 -5.284 -0.1 -0.1 -0.8
I -1.704 0.170 -3.065 -0.4 0.0 -1.4
H -0.559 0.072 -5.653 -0.2 0.0 0.7
H -2.198 0.811 -5.705 0.2 -0.2 0.7
H -2.025 -0.971 -5.582 0.2 0.3 0.6
Pr -0.204 -0.030 -0.318 1.6 -0.2 -1.7
P 0.134 2.850 -0.099 0.3 0.7 -0.4
C -1.431 3.787 -0.061 0.2 -0.1 0.2
C 1.226 3.529 1.194 -0.1 0.1 -0.1
H 1.383 4.615 1.090 -0.1 -0.4 0.0
H 1.050 4.405 -1.761 0.0 -0.4 -0.1
H 2.180 3.003 1.146 0.1 0.1 -0.1
H 1.863 2.785 -1.790 -0.1 0.3 0.0
H -1.931 3.556 0.883 0.0 0.2 -0.1
H 0.784 3.300 2.163 0.0 0.2 0.1
C 0.908 3.315 -1.704 0.0 -0.2 0.4
H -1.282 4.870 -0.161 -0.1 -0.3 0.0
H 0.260 2.954 -2.510 0.1 0.3 0.0
H -2.061 3.410 -0.871 0.0 0.2 0.0
P 0.155 -2.855 0.305 0.5 -0.9 0.0
C -1.405 -3.779 0.502 0.1 0.2 0.1
C 0.941 -3.560 -1.205 -0.2 0.3 0.3
H 2.214 -2.825 1.561 0.0 -0.2 -0.1
H 1.427 -4.440 1.719 -0.1 0.5 0.0
H 0.823 -2.998 2.618 0.0 -0.2 0.0
C 1.261 -3.348 1.680 -0.1 0.0 -0.1
H 1.888 -3.034 -1.369 -0.1 -0.3 0.0
H 1.096 -4.645 -1.103 -0.1 0.4 -0.1
H -1.262 -4.864 0.564 0.0 0.2 0.0
H -2.043 -3.527 -0.350 0.0 -0.2 0.0
H 0.285 -3.332 -2.053 0.1 -0.3 0.0
H -1.902 -3.407 1.402 0.0 -0.2 0.0
Cl 2.386 -0.044 -0.595 -1.2 0.0 0.1
C -0.051 0.032 4.554 0.4 -0.1 1.1
C -0.239 0.063 3.148 -0.4 0.0 -3.3
N -0.379 0.072 1.985 0.1 0.1 4.0
H -0.892 0.549 5.044 0.3 -0.2 -0.1
H 0.907 0.542 4.795 -0.6 -0.3 0.0
H -0.013 -1.026 4.887 0.0 0.6 -0.1
```
Positions in Å, forces in eV/Å.

Summary:
HOMO (alpha / beta) = -0.552 / -0.552 Eh
Charge = +2
Calculated total energy = -64469.779 eV
Multiplicity = 3

Atom charges from the Mulliken analysis, given in e for atoms 1 to 2: C -0.791; I 0.246

6.
The following is a quantum chemistry calculation of a molecular structure, C12H41N3O7, from OMol25.

The geometry in XYZ format:
```
63
Properties=species:S:1:pos:R:3:forces:R:3
O -0.336 -0.264 1.993 -0.3 0.1 -0.2
H -1.176 -0.180 1.503 -0.1 -0.2 0.1
H -0.459 -1.019 2.576 0.1 0.0 0.0
O 0.400 1.740 0.086 1.2 -3.2 1.8
H 1.340 1.655 -0.168 0.0 -0.1 0.0
H 0.231 0.996 0.685 0.1 0.2 0.1
O 0.018 3.536 -1.178 -0.8 2.5 -1.6
H 0.040 2.768 -0.577 -0.6 0.4 -0.2
H -0.735 4.060 -0.885 0.1 0.1 -0.2
O 3.130 1.425 -0.706 0.7 0.2 0.3
H 3.849 2.029 -0.358 -0.9 -0.4 -0.3
H 3.500 1.032 -1.503 -0.2 0.0 0.0
C -0.182 -6.587 -2.574 0.4 0.0 -0.7
C -0.397 -5.596 -1.439 -0.5 -0.6 -0.1
C -1.282 -4.421 -1.872 0.8 0.2 0.0
O -1.289 -3.387 -0.908 -0.7 0.7 0.6
C -0.182 -2.505 -0.916 0.4 -0.5 -1.2
N -1.015 -6.290 -0.310 0.5 -0.3 0.1
H 0.383 -6.193 -3.425 -0.1 0.5 0.2
H -1.112 -6.940 -3.026 -0.1 -0.2 0.3
H 0.447 -7.416 -2.248 -0.4 -0.2 0.3
H 0.602 -5.306 -1.103 -0.1 0.5 0.0
H -2.323 -4.738 -1.908 0.0 -0.3 -0.2
H -0.981 -4.078 -2.870 0.0 0.3 0.1
H 0.700 -3.151 -0.891 0.4 0.6 0.3
H -0.197 -1.738 -0.146 -0.3 -0.6 0.6
H -0.159 -1.905 -1.836 0.0 -0.3 -0.2
H -1.925 -6.637 -0.589 -0.1 0.1 0.2
H -1.117 -5.652 0.469 -0.2 0.0 0.0
C -5.628 -0.664 2.746 0.9 -1.4 -0.1
C -4.177 -0.362 2.341 -0.5 1.9 0.3
C -3.919 -0.732 0.895 -1.1 -0.8 -0.2
O -2.716 -0.203 0.401 0.2 -0.1 0.3
C -2.582 -0.334 -0.993 0.0 0.0 -1.1
N -3.975 1.086 2.577 0.5 -0.2 -0.3
H -5.855 -0.377 3.769 0.2 0.3 0.0
H -5.705 -1.758 2.726 -0.5 0.1 -0.1
H -6.347 -0.237 2.050 0.0 0.1 0.0
H -3.456 -0.883 2.977 -0.2 -0.1 0.1
H -4.740 -0.380 0.254 0.0 0.2 0.1
H -3.984 -1.831 0.850 0.5 0.0 -0.3
H -1.670 0.170 -1.303 0.1 0.0 0.2
H -3.396 0.119 -1.572 -0.2 0.3 0.5
H -2.568 -1.367 -1.348 0.2 -0.2 0.4
H -4.682 1.604 2.061 -0.1 0.0 0.1
H -3.099 1.335 2.118 0.0 0.2 0.2
C 2.521 4.432 0.995 -1.1 0.4 1.0
C 3.327 5.066 -0.152 -1.6 -1.4 0.7
C 4.794 4.684 0.022 -0.8 0.1 -0.9
O 4.836 3.267 0.175 0.4 -0.3 0.2
C 6.056 2.744 0.631 0.6 0.2 0.9
N 2.776 4.552 -1.412 1.4 -0.2 -0.6
H 2.572 3.354 1.143 0.6 0.0 -0.3
H 1.451 4.557 0.805 0.1 0.3 -0.2
H 2.682 4.886 1.981 0.3 0.1 -0.1
H 3.134 6.136 -0.089 0.5 0.2 -0.1
H 5.205 5.165 0.909 0.2 0.1 -0.1
H 5.309 4.922 -0.913 0.4 0.3 0.3
H 6.906 2.954 -0.022 -0.1 -0.1 -0.3
H 5.955 1.676 0.819 -0.2 -0.1 -0.5
H 6.334 3.144 1.615 -0.2 0.3 0.0
H 3.103 3.592 -1.480 -0.1 0.1 -0.3
H 1.765 4.444 -1.447 0.0 0.3 0.5
```
Positions in Å, forces in eV/Å.

Summary:
HOMO = -0.305 Eh
Charge = 0
Calculated total energy = -31909.883 eV

Atom charges from the Mulliken analysis, given in e for atoms 1 to 2: O -0.697; H 0.243